Entry 1:
Density functional theory data (wB97M-V/def2-TZVPD) for a single C3H5N3 molecule.

```
11
Properties=species:S:1:pos:R:3
N 0.8117 0.3855 1.4781
C 0.1010 0.1079 0.2942
C -0.9099 0.7756 -0.3026
C -1.0149 -0.7635 -1.9856
N -0.1448 -1.3911 -1.4134
N 0.5719 -1.0496 -0.3302
H 0.5370 1.2436 1.9367
H 1.8205 0.3766 1.3548
H -1.2442 1.7375 0.0439
H -1.5257 0.4247 -1.2251
H 0.9861 -1.8105 0.1905
```

Total energy: -281.4420 Eh
E_LUMO: 0.7 eV
Relative energy (zero: lowest compared OMol25 entry of this formula, charge and spin): 92.9 kcal per mole
2S+1: 1

Atomic partial charges in e from the Mulliken method, atoms 1 to 2: atom 1 (N): -0.530, atom 2 (C): 0.526

Entry 2:
Density functional theory data (wB97M-V/def2-TZVPD) for a molecular structure, C3H5N3.

```
11
Properties=species:S:1:pos:R:3
N 0.3686 0.8437 1.7266
C 0.2839 0.7989 0.4026
C -0.8779 -0.6167 -0.6026
N -0.4178 -0.2619 -1.8037
N 0.8853 -0.2273 -1.5845
C 0.5609 -0.5436 -0.1758
H 0.6943 0.1032 2.3456
H 0.1155 1.7082 2.1826
H -1.8717 -0.6050 -0.1839
H -0.8606 0.1537 -2.6177
H 1.1195 -1.3532 0.3108
```

Total energy: -281.3830 Eh
E_LUMO (spin up / spin down): 1.1 / 1.1 eV
Relative energy (zero: lowest compared OMol25 entry of this formula, charge and spin): 129.9 kcal per mole
2S+1: 1

Atomic partial charges in e from the Mulliken method, atoms 1 to 2: atom 1 (N): -0.216, atom 2 (C): -0.904